[1]
Here is one molecule with the formula C5H6O in a non-equilibrium geometry from the Open Molecules 2025 dataset. Energies are from ωB97M-V with the def2-TZVPD basis set.

Structure (ORCA input):
```
! RIJCOSX wB97M-V def2-TZVPD def2/J DEFGRID3
* xyz 0 1
O 1.84189 -0.82681 0.03270
C 1.89456 0.53080 -0.03493
H -2.30342 -0.67065 -0.84344
H -2.13059 -0.29656 1.04952
C -0.27302 -0.17657 -0.01008
C -1.76526 -0.10286 0.00689
C 0.57079 0.99708 -0.06355
H 0.32235 -2.26460 -0.10536
H 2.91806 0.97496 0.18030
H -1.97335 0.98429 -0.00182
H 0.35364 2.09169 -0.15276
C 0.54435 -1.24077 -0.05748
*
```

Electronic energy, a.u.: -269.31249
Energy relative to the best compared isomer or geometry (same formula, charge and spin), kcal/mol: 21.2
Gap between HOMO and LUMO, eV: 9.75

Results of the Löwdin charge analysis, in e, for atoms 1 through 6: atom 1 (O): -0.033, atom 2 (C): -0.109, atom 3 (H): 0.109, atom 4 (H): 0.086, atom 5 (C): -0.314, atom 6 (C): -0.064

=====

[2]
Here is C23H15N4O13S2W as an isolated structure from the Open Molecules 2025 dataset. Energies are from ωB97M-V with the def2-TZVPD basis set.

Structure (ORCA input):
```
! RIJCOSX wB97M-V def2-TZVPD def2/J DEFGRID3
* xyz 1 1
H 5.66784 -3.05722 1.26729
C 3.67089 -3.12894 -4.46749
O -1.03480 -0.06193 1.72241
H 4.89287 -2.06916 -5.88491
O -1.68862 -0.20815 -0.82595
H -4.27678 -0.65139 4.02119
H 5.81857 -0.81658 2.26434
H 0.47823 1.70842 1.72266
W -0.33261 -1.02468 0.26693
C -2.89541 -1.37872 2.53951
O 0.67859 -4.65616 -0.56536
N -3.12187 -4.66199 0.71056
S 0.79335 -3.32050 -1.02513
C 4.80370 -2.40773 1.27182
H -5.13958 -4.52843 2.42331
N 1.23160 -2.28482 0.17102
C 1.89685 -3.22448 -2.35123
H 1.26506 -1.25313 -2.96388
H 3.55116 -3.87401 0.26868
C -3.40923 -3.54562 1.63148
H 2.50027 2.72268 2.73183
C 1.40782 1.15882 1.76806
C -4.80695 -2.58859 3.28838
O -1.02385 0.91952 -2.96301
N 1.41429 -0.06628 1.26459
S -0.78145 0.91672 -1.57577
C -2.07207 -0.14927 2.63291
C 2.57314 -0.78829 1.28261
O -2.23202 0.72732 3.41590
H 2.85877 -1.17635 -4.83867
C -4.02156 -1.45939 3.35013
C 3.75752 -0.30853 1.84658
C 4.89078 -1.16312 1.82907
C 3.60665 -4.25852 -3.65110
C 2.50867 -2.06149 0.70089
C -4.51516 -3.64640 2.44500
C -2.57795 -2.42902 1.67717
O -6.21156 -1.74827 4.89562
O -0.82009 2.10936 -0.80296
C 2.82432 -2.05089 -4.20167
C 2.72095 -4.32167 -2.59201
O -1.45998 -2.39135 0.92898
H 2.64733 -5.20687 -1.97542
C 1.93088 -2.08352 -3.14999
O -6.66300 -3.68902 4.06521
O -3.33574 -5.77518 1.13153
O -2.71988 -4.37101 -0.39353
C 3.59883 -2.88066 0.69430
C 4.60588 -3.08992 -5.63891
O -0.43274 -2.53478 -1.33485
H 4.61535 1.41538 2.82837
H 5.50541 -3.67247 -5.44705
N -6.00000 -2.68120 4.15525
H 4.11734 -3.51716 -6.51722
C 2.55894 1.71996 2.33512
O 0.51492 0.08981 -1.18935
H 4.25011 -5.10424 -3.85648
C 3.72196 0.99476 2.38388
*
```

Electronic energy, a.u.: -2945.77925
Energy relative to the best compared isomer or geometry (same formula, charge and spin), kcal/mol: 0.0
Gap between HOMO and LUMO, eV: 6.74

Results of the Löwdin charge analysis, in e, for atoms 1 through 6: atom 1 (H): 0.122, atom 2 (C): -0.234, atom 3 (O): -0.201, atom 4 (H): 0.086, atom 5 (O): -0.395, atom 6 (H): 0.148